Entry 1:
68
Properties=species:S:1:pos:R:3 method="wB97M-V/def2-TZVPD" total_charge=+3 homo_ev="-17.10 / -17.09" homo_lumo_gap_ha="0.2506 / 0.2528" de_lowest_kcal_mol=17.8 multiplicity=2
Re -0.479 0.294 -0.307
N 1.246 -0.323 0.887
C 1.007 -1.447 1.842
C -0.443 -1.408 2.235
N -1.295 -1.325 1.007
C -2.682 -0.971 1.437
C -3.430 -0.447 0.247
N -2.605 0.660 -0.314
C -1.334 -2.637 0.267
C -0.421 -2.638 -0.930
N -0.632 -1.362 -1.671
H 2.013 -0.557 0.263
H 1.548 0.502 1.406
H 1.646 -1.355 2.721
H 1.272 -2.381 1.345
H -0.645 -0.522 2.838
H -0.727 -2.283 2.826
H -2.605 -0.196 2.202
H -3.185 -1.830 1.886
H -4.424 -0.097 0.528
H -3.561 -1.198 -0.531
H -2.695 1.478 0.293
H -2.979 0.944 -1.220
H -2.362 -2.800 -0.056
H -1.089 -3.454 0.949
H -0.631 -3.502 -1.563
H 0.634 -2.683 -0.665
H -1.518 -1.404 -2.178
H 0.096 -1.277 -2.377
C 2.978 -0.681 -2.046
N 1.756 0.153 -1.947
C 1.416 0.790 -2.994
C 0.219 1.576 -2.949
C -0.256 2.505 -3.802
C -1.313 3.209 -3.111
C -1.408 2.683 -1.875
N -0.480 1.627 -1.719
C 2.671 -2.134 -1.812
C 1.966 -2.869 -2.764
C 1.677 -4.210 -2.547
C 2.102 -4.834 -1.379
C 2.830 -4.119 -0.437
C 3.120 -2.776 -0.662
H 3.720 -0.340 -1.320
H 3.421 -0.532 -3.034
H 2.016 0.801 -3.905
H 0.123 2.715 -4.789
H -1.890 4.033 -3.496
H -2.041 2.995 -1.065
H 1.651 -2.397 -3.690
H 1.157 -4.779 -3.306
H 1.897 -5.885 -1.221
H 3.213 -4.617 0.444
H 3.750 -2.242 0.043
O -0.592 1.875 1.071
S -0.331 2.248 2.571
C -1.608 3.425 3.029
C -0.860 4.377 3.958
C 0.415 4.774 3.207
C 0.990 3.500 2.562
H -2.446 2.897 3.479
H -1.907 3.911 2.096
H -0.621 3.880 4.901
H -1.485 5.235 4.198
H 1.148 5.222 3.874
H 0.185 5.504 2.433
H 1.826 3.077 3.117
H 1.272 3.620 1.515

***

Entry 2:
73
Properties=species:S:1:pos:R:3 method="wB97M-V/def2-TZVPD" total_charge=+3 homo_ev="-16.55 / -16.65" homo_lumo_gap_ha="0.2275 / 0.2174" de_lowest_kcal_mol=0.0 multiplicity=2
Re 0.157 0.169 1.177
C 5.280 2.992 1.795
C 4.991 1.871 0.812
N 4.450 0.674 1.476
C 3.182 0.370 1.659
S 1.907 1.467 0.929
N 2.811 -0.656 2.366
N 1.461 -0.838 2.418
C 0.984 -1.659 3.315
C 1.827 -2.450 4.242
C -0.486 -1.726 3.348
C -1.169 -2.580 4.186
C -2.562 -2.590 4.162
C -3.229 -1.737 3.299
C -2.487 -0.894 2.495
N -1.145 -0.881 2.501
H 5.681 3.856 1.267
H 6.018 2.682 2.535
H 4.373 3.299 2.320
H 5.896 1.557 0.296
H 4.286 2.184 0.043
H 5.111 0.066 1.943
H 2.856 -2.111 4.206
H 1.800 -3.506 3.955
H 1.450 -2.377 5.263
H -0.626 -3.235 4.851
H -3.113 -3.256 4.813
H -4.308 -1.714 3.250
H -2.972 -0.210 1.815
C -1.644 4.500 -1.465
N -1.397 3.269 -2.364
C -2.767 2.656 -2.720
N -3.491 2.349 -1.537
C -3.690 3.548 -0.721
N -2.407 4.131 -0.325
C -1.679 3.318 0.640
P -1.274 1.658 -0.096
C -0.518 2.265 -1.682
C -2.944 1.228 -0.779
H -2.186 5.219 -2.079
H -0.670 4.904 -1.193
H -0.942 3.581 -3.226
H -2.578 1.770 -3.325
H -3.290 3.406 -3.312
H -4.269 3.298 0.166
H -4.250 4.283 -1.299
H -2.286 3.182 1.536
H -0.759 3.821 0.942
H -0.360 1.422 -2.358
H 0.451 2.723 -1.479
H -3.631 0.987 0.034
H -2.859 0.341 -1.411
C 0.705 -1.309 -3.645
C 0.984 -2.194 -2.443
C 2.070 -3.200 -2.747
O 1.477 -1.283 -1.368
B 0.403 -1.032 -0.613
O -0.749 -1.694 -0.886
C -0.308 -2.803 -1.807
C -0.034 -3.996 -0.911
C -1.430 -3.085 -2.777
H 1.611 -0.762 -3.904
H -0.097 -0.594 -3.437
H 0.409 -1.906 -4.506
H 2.919 -2.697 -3.207
H 1.700 -3.947 -3.451
H 2.415 -3.708 -1.849
H 0.772 -3.790 -0.204
H 0.248 -4.864 -1.506
H -0.939 -4.247 -0.358
H -1.736 -2.194 -3.322
H -2.292 -3.483 -2.242
H -1.111 -3.838 -3.500

***

Entry 3:
73
Properties=species:S:1:pos:R:3 method="wB97M-V/def2-TZVPD" total_charge=+2 homo_ev="-12.52 / -12.50" homo_lumo_gap_ha="0.2608 / 0.2459" de_lowest_kcal_mol=38.6 multiplicity=2
Ir 0.066 0.556 -1.117
Cl -4.994 4.306 -4.323
C -3.844 3.113 -3.843
C -2.973 3.380 -2.804
C -2.073 2.389 -2.461
Cl -0.964 2.676 -1.107
C -1.963 1.149 -3.083
O -1.092 0.218 -2.743
C -2.889 0.929 -4.120
Cl -2.862 -0.608 -4.909
C -3.808 1.886 -4.498
H -2.998 4.327 -2.284
H -4.498 1.680 -5.304
C -4.557 -1.075 -0.272
C -4.398 -0.094 0.897
C -3.196 0.711 0.456
O -2.302 -0.282 -0.094
C -3.137 -1.200 -0.847
H -5.230 -0.666 -1.025
H -4.963 -2.035 0.040
H -4.178 -0.618 1.829
H -5.281 0.521 1.055
H -2.667 1.240 1.247
H -3.469 1.424 -0.327
H -2.710 -2.200 -0.729
H -3.091 -0.936 -1.903
C -0.169 0.593 3.070
Si 1.399 0.554 2.092
C 2.847 0.498 3.241
C 2.732 -2.323 1.850
C 1.409 1.265 0.456
Si 2.985 2.112 -0.229
C 4.259 0.935 -0.942
C 2.470 3.290 -1.579
C 3.813 3.090 1.138
H -0.189 -0.163 3.859
H -1.072 0.519 2.466
H -0.189 1.563 3.579
H 2.650 -0.103 4.130
H 2.992 1.530 3.579
H 3.791 0.196 2.789
H 3.108 -2.406 2.863
H 3.370 -1.676 1.260
H 2.618 -3.292 1.372
H 0.839 2.166 0.781
H 3.907 0.366 -1.802
H 4.703 0.257 -0.206
H 5.080 1.552 -1.319
H 2.041 2.776 -2.443
H 3.350 3.837 -1.927
H 1.745 4.028 -1.233
H 4.369 2.469 1.841
H 3.100 3.696 1.703
H 4.531 3.782 0.694
C 1.083 -3.888 3.731
N 0.263 -3.533 2.560
C 0.298 -2.393 1.897
N -0.719 -1.896 1.247
O 1.417 -1.653 1.873
H 0.459 -4.471 4.402
H 1.398 -2.989 4.255
H 1.946 -4.486 3.446
H -0.547 -4.112 2.389
H -1.652 -2.250 1.395
H -0.620 -1.082 0.621
S 2.356 -3.255 -2.075
C 0.744 -3.335 -2.638
C 0.068 -2.216 -2.294
N 0.816 -1.309 -1.564
C 2.039 -1.744 -1.383
H 0.387 -4.170 -3.218
H -0.938 -1.955 -2.581
H 2.788 -1.164 -0.876

***

Entry 4:
72
Properties=species:S:1:pos:R:3 method="wB97M-V/def2-TZVPD" homo_ev=-7.90 homo_lumo_gap_ha=0.2991
Cu 0.456 0.062 0.166
Cl -1.615 -0.020 2.216
C -2.213 -2.395 -0.980
C -3.694 -2.198 -1.275
O -4.177 -2.465 -2.389
N -4.422 -1.756 -0.243
C -5.942 -1.487 -0.252
H -1.994 -2.970 -0.080
H -1.793 -1.437 -0.674
H -1.659 -2.938 -1.747
H -3.936 -1.830 0.639
H -6.382 -1.412 -1.246
H -6.326 -0.686 0.379
H -6.399 -2.357 0.221
C -0.057 1.260 5.445
C 1.338 1.036 5.125
O 2.260 1.519 5.713
N 1.523 0.356 3.945
C 2.814 0.188 3.263
H -0.202 2.084 6.143
H -0.365 0.314 5.891
H -0.680 1.463 4.573
H 0.754 -0.085 3.460
H 2.952 -0.822 2.877
H 3.694 0.461 3.846
H 2.704 0.805 2.372
C 1.425 -1.327 -3.474
C 1.975 -0.037 -2.855
O 1.824 0.102 -1.668
N 2.516 0.894 -3.612
C 2.936 2.337 -3.171
H 1.230 -2.149 -2.786
H 2.167 -1.659 -4.200
H 0.555 -0.998 -4.042
H 2.618 0.559 -4.560
H 3.572 2.216 -2.295
H 1.968 2.773 -2.926
H 3.305 2.738 -4.115
C -3.639 1.863 -0.473
C -2.527 1.342 -1.413
O -1.322 1.303 -1.086
N -2.913 1.107 -2.644
C -2.099 0.428 -3.654
H -4.410 2.399 -1.026
H -3.262 2.515 0.314
H -4.143 1.042 0.036
H -3.887 0.856 -2.735
H -2.477 0.668 -4.648
H -2.174 -0.648 -3.497
H -1.022 0.594 -3.690
N 1.334 2.143 0.641
C 2.519 2.432 0.160
C 3.030 3.735 0.238
C 2.254 4.706 0.803
C 0.884 4.464 1.147
C 0.477 3.117 1.133
H 3.156 1.617 -0.152
H 3.995 4.022 -0.152
H 2.571 5.734 0.901
H 0.271 5.245 1.571
H -0.374 2.662 1.619
N 1.738 -2.364 0.926
C 0.793 -3.193 1.406
C 0.885 -4.597 1.361
C 2.011 -5.139 0.765
C 3.116 -4.300 0.306
C 2.872 -2.931 0.355
H 0.000 -2.660 1.910
H 0.048 -5.249 1.559
H 2.102 -6.202 0.596
H 3.947 -4.704 -0.252
H 3.517 -2.145 -0.009

***

Entry 5:
67
Properties=species:S:1:pos:R:3 method="wB97M-V/def2-TZVPD" total_charge=+4 homo_ev="-20.12 / -21.78" homo_lumo_gap_ha="0.2770 / 0.1923" de_lowest_kcal_mol=45.5 multiplicity=5
P -1.921 -1.556 0.747
C -3.241 -0.801 1.826
H -3.951 -1.590 2.141
H -3.834 -0.041 1.298
H -2.845 -0.343 2.742
C -3.133 -2.143 -0.520
H -2.735 -2.945 -1.160
H -3.485 -1.329 -1.174
H -4.030 -2.561 -0.015
C -1.660 -3.014 1.821
H -2.610 -3.578 1.925
H -1.352 -2.718 2.841
H -0.901 -3.718 1.447
P 2.649 -0.516 1.567
C 2.876 0.294 3.221
H 3.935 0.201 3.541
H 2.272 -0.183 4.007
H 2.641 1.369 3.221
C 3.212 -2.168 2.163
H 3.536 -2.841 1.356
H 2.427 -2.685 2.743
H 4.085 -2.050 2.840
C 4.168 0.222 0.829
H 5.056 -0.070 1.428
H 4.130 1.326 0.836
H 4.362 -0.086 -0.210
P 0.291 1.781 -1.858
C 0.045 3.576 -1.437
H -0.166 4.150 -2.363
H 0.947 4.023 -0.993
H -0.795 3.758 -0.754
C 1.693 2.108 -3.003
H 1.491 3.018 -3.605
H 1.871 1.293 -3.720
H 2.635 2.289 -2.453
C -1.177 1.706 -2.982
H -1.059 2.441 -3.799
H -2.111 1.972 -2.453
H -1.341 0.721 -3.443
Pt 0.327 0.066 0.349
C -0.078 -0.127 2.348
O -0.302 -0.155 3.494
C 1.241 1.835 0.829
O 1.736 2.828 1.200
C 2.181 -1.459 -2.463
C 0.933 -1.527 -3.055
C -0.079 -2.321 -2.487
C 0.267 -3.244 -1.516
C 1.530 -3.186 -0.900
C 2.513 -2.400 -1.473
H 2.964 -0.861 -2.882
H 0.741 -1.048 -3.977
H -1.035 -2.349 -2.968
H -0.377 -4.044 -1.271
H 1.763 -3.909 -0.146
H 3.532 -2.541 -1.233
C -3.645 2.987 0.790
C -2.583 3.088 1.661
C -1.478 2.248 1.515
N -1.442 1.368 0.540
C -2.471 1.216 -0.321
C -3.584 2.034 -0.216
H -4.511 3.634 0.890
H -2.596 3.820 2.473
H -0.668 2.370 2.247
H -2.434 0.446 -1.109
H -4.415 1.920 -0.916

***

Entry 6:
82
Properties=species:S:1:pos:R:3 method="wB97M-V/def2-TZVPD" homo_ev=-6.42 homo_lumo_gap_ha=0.1400
C -0.382 1.336 4.326
C -0.143 1.213 3.128
C 0.320 1.176 1.641
N -0.698 1.808 0.771
P -2.300 2.126 1.295
O -3.182 1.051 2.214
O -3.259 2.439 -0.096
S -2.321 3.827 2.282
C -0.370 1.771 -0.608
N -0.347 2.864 -1.339
B -0.577 4.287 -0.806
O 0.195 4.726 0.288
O -1.522 5.050 -1.520
C -2.381 5.843 -0.656
C -3.943 5.523 -0.862
P -0.034 2.874 -3.114
O 0.510 4.419 -3.540
I -2.304 2.509 -4.064
N -0.046 0.455 -1.179
F -1.120 -0.232 -1.639
C 1.042 -0.269 -0.499
C 1.417 -1.737 -0.930
C 0.957 -2.357 -2.319
C 2.220 -3.085 -3.015
N 2.000 -3.160 -4.508
C 2.333 0.652 -0.823
Cl 3.401 1.538 0.334
C 2.750 0.894 -2.148
C 2.065 0.366 -3.450
Cl 4.232 1.912 -2.515
C 0.680 -0.309 1.085
C 1.643 -1.151 2.020
C 3.194 -1.209 1.826
O 3.686 -2.428 2.488
C 4.111 -3.377 1.541
C 3.266 -4.722 1.412
O 5.113 -3.209 0.865
P -1.024 -1.180 1.420
C -1.553 -2.523 0.284
C -3.175 -2.447 0.120
C -1.119 -1.939 3.135
C -2.409 -2.911 3.312
H -0.323 1.359 5.450
H 1.211 1.880 1.619
H -2.981 1.216 3.227
H -3.842 1.645 -0.169
H 0.346 5.684 0.107
H -2.264 6.930 -1.001
H -2.100 5.836 0.437
H -4.495 5.678 0.126
H -4.130 4.476 -1.239
H -4.411 6.225 -1.633
H 0.668 4.401 -4.512
H 1.142 -2.558 -0.182
H 2.560 -1.787 -0.959
H 0.399 -1.678 -3.021
H 0.243 -3.238 -2.145
H 2.299 -4.166 -2.663
H 3.182 -2.506 -2.880
H 1.001 -3.219 -4.725
H 2.523 -3.947 -4.904
H 0.945 0.281 -3.432
H 2.277 1.120 -4.287
H 2.609 -0.573 -3.780
H 1.312 -2.246 1.925
H 1.462 -0.925 3.126
H 3.620 -1.155 0.788
H 3.675 -0.354 2.414
H 2.340 -4.714 2.076
H 2.953 -4.925 0.337
H 3.892 -5.604 1.776
H -1.185 -2.570 -0.773
H -1.355 -3.556 0.743
H -3.529 -1.528 0.701
H -3.458 -2.253 -0.960
H -3.687 -3.355 0.564
H -0.236 -2.624 3.403
H -1.203 -1.207 3.987
H -2.301 -3.886 2.757
H -3.292 -2.299 2.925
H -2.584 -3.032 4.427
I -4.259 0.781 4.330